The following is a quantum chemistry calculation of an isolated ion of composition C4H10N3S and charge +1, from the Open Molecules 2025 dataset.

Properties
Strongest force on any atom ... 4.8 eV/Å
Orbital gap ... 10.504 eV
Relative energy (zero: lowest compared OMol25 entry of this formula, charge and spin) ... 65.7 kcal per mole
SMILES string ... C[N@@H+]1CC=N[C@H]1SN
Net charge ... +1
LUMO level ... -3.02 eV

Positions of all 18 atoms, in Å:
C1 -0.54 -1.54 -0.10
N1 -0.48 -0.18 0.43
C2 -1.74 0.70 0.45
C3 -1.22 2.10 0.11
N2 -0.06 2.09 -0.46
C4 0.58 0.56 -0.39
S1 2.18 0.67 0.43
N3 2.55 -0.86 -0.22
H1 0.48 -1.81 -0.08
H2 -1.22 -2.16 0.34
H3 -0.99 -1.48 -1.03
H4 -0.16 -0.22 1.34
H5 -2.08 0.74 1.40
H6 -2.52 0.50 -0.26
H7 -1.80 3.02 0.21
H8 0.82 0.16 -1.41
H9 3.24 -0.70 -1.06
H10 2.97 -1.59 0.31